1.
The following is a quantum chemistry calculation of C19H30N2S3Yb as an isolated structure, from OMol25.

The spin multiplicity is 2. The total charge is +3. The calculation puts the HOMO energy (alpha / beta) at -0.677 / -0.678 hartree. As for the expectation value of S²: 0.7509.

```
55
Properties=species:S:1:pos:R:3:mulliken_spin:R:1
Yb 3.02912 -11.46477 9.00043 0.993
C 1.25197 -14.87956 10.21814 0.000
C 0.72947 -13.94370 11.29131 0.000
S 1.37924 -12.26794 11.28514 0.002
C 2.49299 -12.30978 12.73940 0.000
C 3.76639 -11.54026 12.52899 0.000
S 4.81831 -11.93633 11.13585 0.000
C 5.07829 -13.76604 10.99360 0.000
C 3.91454 -14.72513 10.87224 0.000
S 2.78334 -14.17852 9.56159 0.004
H 0.50748 -14.91871 9.37719 0.000
H 1.38980 -15.88937 10.62103 0.000
H 0.67059 -14.37883 12.29602 0.000
H -0.35432 -13.75043 11.05897 0.000
H 2.68787 -13.34602 13.01440 0.000
H 1.91362 -11.83815 13.51599 0.000
H 4.34302 -11.56968 13.47638 0.000
H 3.47386 -10.45434 12.36101 0.000
H 5.69510 -14.00179 11.86490 0.000
H 5.70953 -13.90970 10.07789 0.000
H 3.42128 -14.80047 11.84827 0.000
H 4.23458 -15.68447 10.59668 0.000
C 5.46726 -8.29600 7.17398 0.000
C 4.79198 -7.76615 8.41069 -0.001
C 5.62214 -7.89067 9.69914 0.000
C 3.40823 -8.43380 8.50047 -0.002
C 2.72828 -8.59916 9.72960 0.000
C 1.47283 -9.25223 9.79915 0.001
C 0.94018 -9.86568 8.64602 0.002
C -0.39578 -10.59566 8.69954 0.000
C 1.55923 -9.61522 7.41969 0.001
C 2.77662 -8.92867 7.33736 -0.001
H 6.45657 -7.91611 7.09037 0.000
H 4.94087 -7.99665 6.25704 0.000
H 5.59278 -9.37655 7.32324 0.000
H 4.59017 -6.68095 8.26597 0.000
H 5.79434 -8.90893 9.99621 0.000
H 5.12762 -7.35179 10.54841 0.000
H 6.57869 -7.51068 9.59035 0.000
H 3.24740 -8.29440 10.64129 0.000
H 1.11234 -9.50497 10.76327 0.000
H -0.42980 -11.61442 8.32273 0.000
H -1.15195 -10.03882 8.15201 0.000
H -0.71440 -10.77441 9.72451 0.000
H 1.23038 -10.13138 6.50732 0.000
H 3.24178 -8.66109 6.39791 0.000
N 2.49398 -13.35176 6.26103 0.000
C 3.23116 -14.24578 5.53691 0.001
C 4.57248 -13.92145 5.72326 0.000
C 4.55948 -12.81529 6.60673 0.000
N 3.26231 -12.42895 6.86871 -0.001
H 1.48640 -13.38124 6.30855 0.000
H 2.73482 -15.05257 5.05418 0.000
H 5.42127 -14.43213 5.28927 0.000
H 5.42505 -12.30242 7.05598 0.000
```

2.
The following is a quantum chemistry calculation of one molecule with the formula C25H35FN2O3, from OMol25.

The spin multiplicity is 1. The total charge is 0. The calculation puts the HOMO energy at -0.299 hartree.

```
66
Properties=species:S:1:pos:R:3:lowdin_charge:R:1
C 3.19278 2.93305 -1.11738 -0.073
H 4.25261 2.94004 -0.86760 0.097
O 2.89471 1.60392 -1.46251 -0.097
C 1.59328 1.27458 -1.71383 -0.221
C 0.55547 2.18624 -1.81754 -0.014
C -0.72774 1.73641 -2.07204 -0.025
C -1.01795 0.39258 -2.20569 -0.132
C 0.02209 -0.54377 -2.08863 -0.156
C 1.32924 -0.09992 -1.86400 -0.158
O 2.37035 -1.00682 -1.72849 -0.125
C 3.31467 -0.98621 -2.77955 -0.061
H 2.83920 -1.21854 -3.73974 0.101
H 3.81597 -0.01847 -2.84952 0.087
H 4.04444 -1.75767 -2.53831 0.094
O -0.33323 -1.85516 -2.22421 -0.086
C 0.39149 -2.85504 -1.53338 -0.062
H 1.30218 -3.13974 -2.06350 0.088
H -0.27894 -3.71512 -1.48712 0.094
H 0.64426 -2.52985 -0.52222 0.096
C -2.44132 -0.03932 -2.47385 -0.125
N -3.33909 0.42357 -1.41395 -0.214
C -4.41063 1.26052 -1.90723 -0.101
H -4.95502 1.67868 -1.06056 0.083
H -3.99296 2.08448 -2.48322 0.077
H -5.12756 0.71606 -2.54384 0.088
C -3.84931 -0.64789 -0.57745 -0.178
C -2.75174 -1.36174 0.21098 -0.286
C -3.31707 -2.50620 1.04926 -0.165
C -2.17500 -3.16742 1.81330 -0.173
C -1.41416 -2.13134 2.63582 -0.204
N -0.90717 -1.08029 1.77374 -0.166
C -0.00322 -0.18744 2.47248 -0.179
H -0.51636 0.39982 3.25588 0.128
C 0.70275 0.74995 1.48164 -0.134
C 2.05363 1.18072 1.96851 -0.237
C 3.19849 0.53251 1.51801 -0.026
C 4.45201 0.92422 1.95162 -0.002
C 4.54768 1.97161 2.84871 -0.281
C 3.42922 2.63262 3.32049 -0.010
C 2.18418 2.22895 2.87216 -0.033
H 1.30079 2.74053 3.22592 0.116
H 3.54070 3.44651 4.01974 0.115
F 5.77131 2.36690 3.27285 0.046
H 5.34679 0.43402 1.60155 0.118
H 3.10743 -0.27322 0.80568 0.115
H 0.81585 0.20062 0.54850 0.099
H 0.08388 1.62848 1.29178 0.119
H 0.75087 -0.80955 2.96487 0.125
C -2.01069 -0.39120 1.12801 -0.146
H -1.62545 0.42714 0.52183 0.107
H -2.71392 0.02776 1.87253 0.140
H -0.56576 -2.61001 3.13307 0.119
H -2.08086 -1.72343 3.41981 0.126
H -1.48426 -3.62572 1.10399 0.106
H -2.55677 -3.94716 2.47527 0.110
H -3.81793 -3.23790 0.41154 0.115
H -4.05480 -2.11445 1.75478 0.120
H -2.02226 -1.77662 -0.48509 0.124
H -4.40561 -1.39680 -1.17354 0.131
H -4.55434 -0.20083 0.13025 0.125
H -2.47793 -1.12675 -2.57846 0.121
H -2.75388 0.39124 -3.43159 0.128
H -1.53209 2.45085 -2.14802 0.113
H 0.73630 3.24247 -1.70436 0.106
H 3.01341 3.61760 -1.95311 0.096
H 2.61700 3.25693 -0.24506 0.095
```

3.
The following is a quantum chemistry calculation of C2HFI2O as an isolated structure, from OMol25.

The spin multiplicity is 1. The total charge is 0. The calculation puts the HOMO energy at -0.362 hartree.

```
7
Properties=species:S:1:pos:R:3:lowdin_charge:R:1
C -0.36892 0.13111 0.62971 -0.495
C 0.71245 0.62249 1.50250 -1.205
O -1.46998 0.13119 0.99071 0.027
F 1.90380 -0.30360 1.13997 -0.203
I 1.10230 2.63156 1.06540 0.903
I 0.10286 0.40530 3.59752 0.839
H -0.16101 -0.34442 -0.32038 0.135
```

4.
The following is a quantum chemistry calculation of a 2-piece molecular cluster, C12H17N overall, from OMol25.

The spin multiplicity is 1. The total charge is 0. The calculation puts the HOMO energy at -0.301 hartree.

```
30
Properties=species:S:1:pos:R:3:lowdin_charge:R:1
C -0.21366 1.51580 1.54732 -0.034
C 2.18209 -0.21594 -0.75532 -0.229
C 1.02312 0.53596 -0.59412 -0.143
C 0.78489 0.61632 0.85164 -0.225
C 1.74252 -0.12914 1.42251 -0.074
C 1.97071 0.12168 -3.11653 -0.095
C 2.65992 -0.41933 -2.04378 -0.025
C 0.79409 0.84704 -2.92956 -0.095
C 0.30172 1.07149 -1.65178 -0.026
N 2.67181 -0.65680 0.48422 0.064
H 2.39497 -0.03845 -4.10018 0.099
H 3.64073 -0.82004 -2.16277 0.101
H 0.23275 1.23025 -3.76704 0.096
H -0.53244 1.74786 -1.51974 0.108
H 2.73318 -1.66875 0.47409 0.142
H 1.93441 -0.27882 2.47680 0.118
H -0.53470 1.09517 2.49474 0.068
H -1.05363 1.51869 0.86024 0.059
H 0.24593 2.49890 1.62491 0.086
C -3.43331 -0.77813 1.11696 -0.305
C -2.55583 -1.18682 2.32153 -0.103
C -4.92642 -0.75563 1.48065 -0.118
H -3.25426 -1.51629 0.33279 0.098
H -3.16630 0.15860 0.69338 0.067
H -1.53415 -0.86351 2.17148 0.038
H -3.00998 -0.78602 3.22262 0.065
H -5.30362 -1.77166 1.36206 0.068
H -5.48806 -0.13104 0.78932 0.064
H -2.59069 -2.26836 2.39679 0.069
H -5.08051 -0.44845 2.51154 0.063
```

5.
The following is a quantum chemistry calculation of one molecule with the formula C4H9NO2, from OMol25.

The spin multiplicity is 1. The total charge is 0. The calculation puts the HOMO energy at -0.345 hartree.

```
16
Properties=species:S:1:pos:R:3:lowdin_charge:R:1
C 0.32438 -1.00316 2.29693 -0.065
C 0.52265 -0.19696 1.00326 -0.440
C -0.66190 -0.54260 0.05540 -0.071
C -0.66768 0.43823 -1.10750 -0.531
O -1.24565 1.59459 -0.71158 0.103
O -0.27038 0.28789 -2.22517 0.113
N 1.79738 -0.36201 0.30701 0.042
H 0.39124 -2.07533 2.13070 0.081
H 1.05434 -0.65529 3.03104 0.076
H -0.65754 -0.73490 2.68127 0.073
H 0.51715 0.87289 1.23437 0.132
H -1.55896 -0.43314 0.65167 0.114
H -0.63674 -1.53172 -0.40430 0.131
H -1.41516 2.11126 -1.48816 0.108
H 2.48757 -0.74742 0.93115 0.063
H 1.76428 -0.97301 -0.49786 0.071
```